No. 1
A molecular structure, C16H47HgO8, computed with the ωB97M-V functional and the def2-TZVPD basis.

Each line ends with the Mulliken charge.
CARTESIAN COORDINATES (ANGSTROEM)
Hg: -10.500 -1.293 11.513  1.0234
C: -13.823 -3.084 13.356  -0.7326
C: -12.877 -2.044 13.920  0.2957
O: -12.091 -1.408 12.928  -0.2853
H: -14.435 -2.692 12.546  0.1606
H: -14.456 -3.404 14.187  0.4818
H: -13.281 -3.981 13.052  -0.1199
H: -12.299 -2.535 14.715  0.0351
H: -13.439 -1.244 14.430  0.0354
C: -10.140 -1.913 17.462  -0.9146
C: -9.199 -0.769 17.705  -0.1301
O: -7.905 -1.131 17.202  -0.5509
H: -9.924 -2.764 18.105  0.3742
H: -10.174 -2.239 16.417  0.1165
H: -11.184 -1.613 17.601  0.3809
H: -9.187 -0.505 18.765  0.3056
H: -9.459 0.123 17.123  0.1194
H: -7.250 -0.477 17.462  0.3071
C: -11.782 2.300 16.266  -1.3663
C: -12.639 1.748 15.161  1.0384
O: -12.758 2.738 14.150  -0.6071
H: -11.638 1.522 17.025  0.2982
H: -12.254 3.138 16.773  0.3683
H: -10.785 2.582 15.927  0.3366
H: -13.632 1.516 15.571  -0.1897
H: -12.229 0.827 14.723  -0.2395
H: -13.266 2.336 13.429  0.4402
C: -10.897 -5.206 15.046  -0.6038
C: -11.664 -6.444 14.588  -0.1694
O: -11.780 -7.362 15.677  -0.5599
H: -9.848 -5.491 15.164  0.4472
H: -11.251 -4.831 16.003  0.2327
H: -10.913 -4.426 14.274  -0.0072
H: -11.144 -6.948 13.769  0.2980
H: -12.686 -6.187 14.311  0.0601
H: -10.926 -7.780 15.819  0.3183
C: -14.890 -0.099 10.412  -0.6329
C: -15.046 0.724 11.684  -0.2259
O: -13.784 0.915 12.311  -0.5180
H: -14.509 -1.098 10.636  -0.2969
H: -14.287 0.428 9.669  0.3345
H: -15.861 -0.253 9.931  0.4215
H: -15.721 0.156 12.337  0.1424
H: -15.537 1.677 11.499  0.5143
H: -13.414 0.071 12.606  0.1097
C: -12.365 -4.375 8.907  -1.3514
C: -12.657 -3.508 10.108  0.2090
O: -12.000 -2.216 10.003  -0.3867
H: -12.919 -4.039 8.028  0.3803
H: -12.691 -5.400 9.086  0.3704
H: -11.302 -4.392 8.668  0.3374
H: -12.357 -3.990 11.036  0.1833
H: -13.734 -3.360 10.218  0.1535
H: -12.474 -1.708 9.332  0.2389
C: -16.181 -5.689 14.104  -0.6244
C: -16.795 -7.069 13.921  -0.5254
O: -17.539 -7.121 12.708  -0.5248
H: -15.637 -5.613 15.049  0.3555
H: -16.982 -4.949 14.143  0.3228
H: -15.519 -5.480 13.264  0.1009
H: -17.365 -7.369 14.802  0.3605
H: -15.991 -7.804 13.818  0.2322
H: -18.473 -7.106 12.933  0.3185
C: -16.783 1.453 16.336  -1.1418
C: -16.527 1.029 14.905  0.2543
O: -17.793 0.689 14.297  -0.5694
H: -17.051 0.572 16.920  0.3158
H: -17.558 2.212 16.377  0.3232
H: -15.866 1.857 16.775  0.2993
H: -15.864 0.163 14.804  -0.1051
H: -16.100 1.837 14.302  0.3037
H: -17.953 1.254 13.538  0.3232

Forces on atoms 1 to 6 (eV/Å):
-1.414 -0.755 1.324
0.210 0.012 0.484
0.510 -1.186 0.293
0.008 1.350 -0.863
-0.058 -0.064 -0.012
-0.208 0.051 -0.161

**Relative energy (zero: lowest compared OMol25 entry of this formula, charge and spin)**: 0.559 eV
**Frontier orbital gap**: 4.133 eV
**Total charge**: +1
**HOMO level**: -11.949 eV

---

No. 2
C4H7NO in the gas phase, computed with the ωB97M-V functional and the def2-TZVPD basis.

Each line ends with the Mulliken charge.
CARTESIAN COORDINATES (ANGSTROEM)
C: 0.444 -1.919 0.102  -0.4054
N: -0.094 -1.505 -1.171  -0.6305
C: 0.976 -0.703 -0.574  0.2393
C: 0.725 0.544 0.137  -0.5162
C: -0.850 2.087 0.507  -0.5909
O: -0.579 0.697 0.296  -0.1430
H: -0.143 -1.741 1.002  0.2116
H: 1.071 -2.802 0.101  0.2655
H: -0.970 -1.004 -1.024  0.3303
H: 1.940 -0.726 -1.073  0.3887
H: 0.138 2.509 0.697  0.3930
H: -1.550 2.251 1.324  0.2148
H: -1.250 2.456 -0.440  0.2427

Forces on atoms 1 to 6 (eV/Å):
0.012 -0.347 0.265
-0.191 -0.008 -0.030
0.411 0.134 0.046
-0.229 -0.223 -0.400
-0.066 0.429 0.129
0.632 0.126 -0.245

**Relative energy (zero: lowest compared OMol25 entry of this formula, charge and spin)**: 4.751 eV
**Frontier orbital gap**: 9.358 eV
**HOMO level**: -8.610 eV

---

No. 3
7 unconnected molecules or ions with the total composition C26H47F7N2O22PS, computed with the ωB97M-V functional and the def2-TZVPD basis.

Each line ends with the Mulliken charge.
CARTESIAN COORDINATES (ANGSTROEM)
C: 6.659 -3.992 6.694  -1.3474
C: 5.865 -2.799 6.193  0.8978
O: 6.377 -1.793 5.916  -0.3836
O: 4.477 -2.938 6.091  -0.2553
C: 4.007 -2.352 4.908  -1.7241
N: 2.804 -3.071 4.296  1.2585
C: 2.857 -4.571 4.381  -0.6506
C: 4.201 -5.263 4.214  -0.4199
N: 4.334 -6.091 3.299  -0.4870
C: 1.595 -2.496 4.957  0.4533
F: 1.390 -1.256 4.521  -0.3027
F: 1.794 -2.339 6.249  -0.2779
C: 0.249 -3.280 4.849  0.7362
F: 0.177 -4.140 5.865  -0.2820
F: 0.020 -3.970 3.736  -0.2421
C: -1.004 -2.332 5.040  0.6309
F: -2.010 -3.160 5.268  -0.2553
F: -1.299 -1.697 3.945  -0.2086
F: -0.904 -1.566 6.085  -0.2286
P: 2.847 -2.403 2.553  0.0434
O: 3.416 -0.900 2.556  -0.2330
O: 1.380 -2.308 1.904  -0.3345
S: 3.972 -3.398 1.363  -0.1988
H: 5.957 -4.646 7.232  0.4046
H: 7.008 -4.584 5.838  0.3372
H: 7.484 -3.693 7.336  0.3634
H: 4.800 -2.416 4.149  0.8645
H: 3.783 -1.298 5.097  0.6704
H: 2.487 -4.838 5.383  0.5721
H: 2.178 -5.073 3.683  0.3578
H: 5.040 -5.079 4.891  0.2740
H: 5.274 -6.488 3.313  0.3114
H: 4.350 -0.972 2.288  0.3550
H: 1.293 -3.116 1.361  0.2857
C: 0.938 -0.035 -0.403  -0.4931
O: 0.051 0.187 -1.492  -0.3501
C: -0.353 -0.940 -2.087  0.7613
O: -0.029 -2.058 -1.766  -0.5640
O: -1.169 -0.615 -3.083  -0.3170
C: -1.685 -1.730 -3.818  -0.5973
H: 1.206 0.935 0.009  0.2881
H: 0.456 -0.621 0.377  0.1753
H: 1.847 -0.530 -0.747  0.2938
H: -2.275 -2.376 -3.170  0.3065
H: -0.876 -2.290 -4.284  0.3470
H: -2.333 -1.337 -4.597  0.1406
C: 4.144 3.945 1.855  -0.6483
O: 4.915 2.869 2.398  -0.3347
C: 4.865 2.773 3.727  0.8455
O: 4.245 3.490 4.467  -0.5303
O: 5.625 1.733 4.096  -0.3499
C: 5.668 1.503 5.508  -0.2310
H: 4.267 3.916 0.776  0.2333
H: 3.089 3.820 2.093  0.2983
H: 4.508 4.902 2.225  0.3068
H: 4.672 1.279 5.891  0.2274
H: 6.092 2.359 6.030  0.0972
H: 6.308 0.643 5.676  0.1214
C: -7.775 0.508 -6.350  -0.3546
O: -7.534 0.909 -4.997  -0.3363
C: -6.426 0.419 -4.447  0.8830
O: -5.622 -0.318 -4.969  -0.5869
O: -6.350 0.880 -3.197  -0.3520
C: -5.203 0.431 -2.481  -0.6224
H: -8.704 0.974 -6.666  0.2593
H: -6.977 0.851 -7.002  0.0106
H: -7.888 -0.574 -6.416  0.2916
H: -4.289 0.768 -2.970  0.2751
H: -5.208 -0.655 -2.389  0.2783
H: -5.246 0.865 -1.486  0.2677
C: 8.636 4.680 11.098  -0.6283
O: 8.022 5.504 10.106  -0.3187
C: 7.130 4.874 9.342  0.7890
O: 6.819 3.712 9.425  -0.5468
O: 6.639 5.753 8.467  -0.3186
C: 5.662 5.210 7.580  -0.4072
H: 9.335 5.305 11.647  0.2219
H: 7.891 4.293 11.791  0.2915
H: 9.186 3.862 10.633  0.2923
H: 4.798 4.846 8.135  0.3015
H: 6.092 4.412 6.977  0.0516
H: 5.340 6.010 6.919  0.2582
C: -8.422 0.359 -11.889  -0.6133
O: -9.433 -0.640 -11.754  -0.3226
C: -9.927 -0.758 -10.521  0.8194
O: -9.595 -0.109 -9.561  -0.5293
O: -10.854 -1.717 -10.535  -0.3131
C: -11.475 -1.954 -9.272  -0.6133
H: -8.104 0.356 -12.928  0.2282
H: -8.819 1.344 -11.646  0.2876
H: -7.564 0.128 -11.258  0.2732
H: -11.994 -1.062 -8.925  0.2850
H: -10.740 -2.279 -8.536  0.2797
H: -12.202 -2.750 -9.416  0.2211
C: -4.210 0.906 -7.731  -0.4423
O: -4.674 2.196 -8.138  -0.2190
C: -3.852 2.840 -8.971  0.7312
O: -2.799 2.428 -9.383  -0.5370
O: -4.404 4.019 -9.267  -0.3217
C: -3.629 4.822 -10.157  -0.6410
H: -4.952 0.488 -7.062  -0.0519
H: -4.103 0.247 -8.592  0.3409
H: -3.266 0.988 -7.194  0.3167
H: -3.498 4.320 -11.114  0.2916
H: -2.662 5.062 -9.717  0.2940
H: -4.179 5.746 -10.318  0.2245

Forces on atoms 1 to 6 (eV/Å):
-1.782 -0.655 0.197
0.543 -2.039 1.278
0.844 2.587 -1.141
-0.558 -1.206 -0.613
1.527 0.569 0.435
-0.234 1.651 0.233

**Frontier orbital gap**: 8.503 eV
**Total charge**: +1
**HOMO level**: -11.824 eV